1.
This record from the Open Molecules 2025 dataset describes a 6-piece molecular cluster, C23H50BCl10IO2P overall. The level of theory is ωB97M-V with the def2-TZVPD basis set.

The total charge is +1. The electronic energy comes out at -172033.58715 eV. The HOMO energy comes out at -11.43 eV. Its spin multiplicity is 1.

Element x y z (Å)
C (3.227, -0.217, 3.751)
C (2.166, -0.678, 2.542)
C (1.079, 0.553, 2.395)
C (-0.024, 0.352, 1.201)
C (-1.263, 1.423, 1.540)
P (0.655, 0.527, -0.575)
C (-0.667, 0.930, -1.898)
C (-1.174, 2.488, -1.923)
C (-2.813, 2.459, -2.251)
C (-3.716, 2.011, -0.945)
C (-5.350, 2.037, -1.264)
C (-6.096, 1.957, 0.222)
C (-7.489, 1.081, 0.096)
O (-7.418, -0.030, 1.080)
C (-7.345, -1.333, 0.381)
B (2.175, 1.727, -0.588)
O (3.425, 1.170, 0.040)
C (2.172, 3.261, -1.180)
C (3.389, 4.218, -0.629)
C (1.345, -1.233, -1.050)
I (-0.254, -2.782, -0.898)
C (1.822, -1.294, -2.652)
C (2.442, -2.797, -3.043)
H (3.220, -0.945, 4.667)
H (2.894, 0.845, 4.158)
H (4.273, -0.063, 3.249)
H (2.819, -0.869, 1.591)
H (1.637, -1.654, 2.965)
H (0.463, 0.558, 3.417)
H (1.660, 1.571, 2.373)
H (-0.507, -0.726, 1.372)
H (-2.257, 0.922, 1.175)
H (-1.066, 2.496, 1.113)
H (-1.383, 1.562, 2.718)
H (-1.613, 0.245, -1.839)
H (-0.164, 0.719, -2.959)
H (-0.912, 3.116, -0.971)
H (-0.683, 3.008, -2.866)
H (-3.032, 1.637, -3.088)
H (-3.215, 3.480, -2.662)
H (-3.447, 2.640, 0.029)
H (-3.480, 0.874, -0.670)
H (-5.590, 3.066, -1.767)
H (-5.579, 1.097, -1.922)
H (-5.412, 1.375, 0.992)
H (-6.293, 3.018, 0.682)
H (-8.440, 1.716, 0.398)
H (-7.605, 0.725, -1.015)
H (-6.765, -1.283, -0.636)
H (-8.445, -1.733, 0.255)
H (-6.793, -2.096, 1.101)
H (4.172, 1.303, -0.630)
H (1.161, 3.768, -0.802)
H (2.122, 3.254, -2.353)
H (3.848, 4.816, -1.548)
H (4.271, 3.634, -0.106)
H (2.954, 4.947, 0.208)
H (2.276, -1.543, -0.412)
H (2.640, -0.475, -2.833)
H (0.891, -1.141, -3.384)
H (3.247, -2.606, -3.885)
H (1.546, -3.377, -3.577)
H (2.860, -3.370, -2.105)
C (-8.686, 3.424, 2.943)
Cl (-7.375, 4.610, 2.953)
Cl (-9.442, 3.299, 4.536)
H (-9.440, 3.733, 2.215)
H (-8.281, 2.448, 2.664)
C (5.484, -3.097, 1.655)
Cl (4.644, -2.103, 0.458)
Cl (4.630, -3.086, 3.203)
H (5.541, -4.124, 1.287)
H (6.492, -2.701, 1.802)
C (7.273, 0.444, 3.037)
Cl (6.963, -0.897, 4.147)
Cl (6.041, 1.702, 3.200)
H (8.252, 0.874, 3.263)
H (7.263, 0.067, 2.012)
C (7.884, -5.875, -0.521)
Cl (7.044, -4.882, -1.718)
Cl (7.030, -5.865, 1.027)
H (7.941, -6.903, -0.889)
H (8.892, -5.479, -0.374)
C (-1.080, -5.160, -4.288)
Cl (-0.048, -3.957, -5.071)
Cl (-0.256, -6.719, -4.163)
H (-1.335, -4.811, -3.285)
H (-1.991, -5.285, -4.878)

Cartesian forces, eV/Å:
C -0.5 0.8 -0.5
C 0.3 0.5 1.6
C 0.4 -1.0 0.6
C -1.3 0.5 2.4
C -0.1 -0.4 0.4
P -1.4 -2.7 0.3
C -0.2 0.5 -1.2
C -0.9 0.2 -1.4
C -0.4 -0.7 0.6
C -0.1 -0.5 -0.2
C 1.5 0.6 1.6
C -0.3 -0.7 -0.4
C 0.1 0.9 0.7
O 0.2 -0.4 -2.8
C -0.3 -0.9 0.9
B 3.9 1.2 0.9
O -2.3 0.8 -3.3
C -0.6 0.4 0.5
C 0.4 0.3 0.0
C 1.1 0.0 -1.8
I 0.9 1.0 0.3
C -0.1 -0.6 0.1
C -0.8 0.8 -0.7
H 0.2 1.3 -2.0
H 0.7 -2.1 -0.8
H -2.1 -0.6 1.4
H -1.7 0.3 1.9
H 0.9 2.0 -1.4
H 1.2 0.0 -2.3
H -1.2 -1.8 -0.3
H 1.3 2.2 -0.8
H 1.9 1.4 0.5
H -0.6 -2.2 0.6
H 0.5 -0.5 -2.6
H 2.1 1.0 0.3
H -1.0 0.3 2.4
H -0.7 -1.3 -1.8
H -0.8 -1.0 2.2
H 0.7 1.8 1.6
H 1.0 -1.8 0.9
H -0.7 -1.1 -2.3
H -0.4 2.4 -0.6
H 0.2 -2.2 0.7
H 0.2 2.0 1.1
H -1.4 1.1 -1.7
H 0.4 -2.0 -1.1
H 2.0 -1.2 -0.8
H 0.1 0.4 2.2
H -1.2 0.0 1.9
H 2.2 0.7 -0.1
H -1.1 1.7 -1.5
H -1.2 0.1 1.6
H 2.0 -1.1 -1.1
H 0.0 0.0 2.1
H -1.1 -1.1 2.2
H -1.9 1.0 -1.2
H 1.0 -1.5 -2.1
H -2.1 0.7 -0.9
H -1.6 -1.4 0.3
H 2.1 -0.1 1.7
H -1.4 -0.6 1.9
H 2.4 1.1 1.7
H -0.7 1.2 -2.0
C -0.2 -0.3 -0.2
Cl 0.1 0.0 -0.1
Cl 0.0 -0.1 -0.1
H 0.2 0.0 0.3
H 0.0 0.2 0.2
C 0.2 -0.4 0.3
Cl 0.2 0.1 -0.4
Cl 0.0 -0.3 -0.2
H -0.3 0.6 0.1
H -0.3 0.0 0.0
C 0.4 0.0 -0.2
Cl 0.2 0.1 -0.1
Cl 0.2 0.3 -0.1
H -0.3 -0.1 0.0
H -0.1 0.1 0.3
C 0.4 -0.2 -0.2
Cl 0.0 0.0 0.0
Cl 0.3 -0.5 0.0
H -0.2 0.3 0.1
H -0.3 0.0 0.0
C -0.4 -0.2 0.2
Cl -0.4 0.0 -0.3
Cl -0.1 0.1 0.1
H 0.2 -0.1 -0.3
H 0.3 0.0 0.1

***

2.
This record from the Open Molecules 2025 dataset describes one molecule with the formula C6H10O. The level of theory is ωB97M-V with the def2-TZVPD basis set.

Its relative energy (zero: lowest compared OMol25 entry of this formula, charge and spin) is 3.744 eV. The electronic energy comes out at -8427.49665 eV. The HOMO energy comes out at -8.30 eV. Its spin multiplicity is 1.

Element x y z (Å)
C (-2.026, -0.228, 0.111)
C (-1.278, 0.937, -0.534)
C (0.149, 1.203, 0.058)
C (1.035, 0.474, -0.880)
C (1.318, -0.925, -0.421)
C (2.371, -0.898, 0.695)
O (2.277, -0.253, 1.708)
H (-2.116, -0.087, 1.194)
H (-1.534, -1.192, -0.058)
H (-3.036, -0.308, -0.304)
H (-1.858, 1.855, -0.398)
H (0.343, 2.279, 0.004)
H (0.174, 0.880, 1.109)
H (-1.207, 0.789, -1.620)
H (1.692, -1.564, -1.228)
H (0.447, -1.413, 0.048)
H (3.249, -1.550, 0.516)

Cartesian forces, eV/Å:
C 0.0 -0.1 0.0
C -0.1 0.0 -0.1
C 0.2 0.1 0.0
C -0.2 -0.1 0.4
C -0.1 0.0 -0.2
C 0.0 0.3 0.4
O 0.1 -0.3 -0.5
H 0.0 0.0 -0.2
H -0.1 0.2 0.0
H 0.1 0.0 0.1
H 0.1 -0.1 0.0
H 0.0 -0.2 0.0
H 0.0 0.0 -0.2
H 0.0 0.0 0.1
H 0.0 0.1 0.1
H 0.1 0.1 0.0
H -0.1 0.1 0.0

***

3.
This record from the Open Molecules 2025 dataset describes a 2-piece molecular cluster, C3H2FIO2 overall. The level of theory is ωB97M-V with the def2-TZVPD basis set.

Its relative energy (zero: lowest compared OMol25 entry of this formula, charge and spin) is 2.696 eV. The electronic energy comes out at -18052.07203 eV. The HOMO energy comes out at -8.07 eV. Its spin multiplicity is 1.

Element x y z (Å)
C (0.274, -0.710, 0.316)
C (-0.805, -0.098, -0.248)
C (-1.208, -2.146, -0.171)
O (-0.025, -2.031, 0.386)
O (-1.699, -1.015, -0.555)
F (-0.046, -2.517, -2.519)
I (-1.919, -3.967, -0.719)
H (1.222, -0.310, 0.729)
H (-0.926, 0.852, -0.525)

Cartesian forces, eV/Å:
C -0.3 2.0 -0.1
C 3.9 -2.0 1.8
C 1.1 -1.8 -1.6
O -0.9 -0.1 0.0
O -1.4 -1.4 0.1
F -0.5 0.2 1.1
I -0.1 0.3 0.2
H -1.0 -0.7 -0.5
H -0.8 3.4 -1.0

***

| no. | molecular weight (g/mol) | LUMO (eV) |
| --- | --- | --- |
| 1 | 881.87 | -3.74 |
| 2 | 98.14 | -0.14 |
| 3 | 215.95 | -0.84 |